Model w:
{
  "formula": "C4H10NS2",
  "method": "wB97M-V/def2-TZVPD",
  "elements": ["C", "C", "C", "C", "N", "S", "S", "H", "H", "H", "H", "H", "H", "H", "H", "H", "H"],
  "positions_angstrom": [[2.68, 0.59, -0.18], [-1.19, -1.51, 0.14], [-0.79, 0.46, -1.27], [-0.37, -0.29, -0.07], [-0.39, 0.55, 1.17], [4.29, 0.39, 0.03], [1.44, -0.83, -0.09], [2.24, 1.52, -0.19], [-0.56, -2.12, 0.86], [-2.11, -1.15, 0.55], [-1.41, -1.95, -0.86], [-1.42, -0.26, -1.83], [0.10, 0.70, -1.74], [-1.39, 1.40, -1.12], [-0.14, 0.15, 2.06], [0.29, 1.39, 1.06], [-1.26, 0.98, 1.47]],
  "mulliken_charge": [-0.246, -1.479, -1.234, 0.594, -0.321, -0.063, 0.048, 0.317, 0.438, 0.453, 0.361, 0.293, 0.399, 0.359, 0.350, 0.352, 0.379],
  "lumo_energy_ev": -4.2,
  "smiles": "CC(C)([NH3+])SC=S",
  "total_charge": 1
}

=====

Model x:
{
  "formula": "C4H10NS2",
  "method": "wB97M-V/def2-TZVPD",
  "elements": ["C", "C", "C", "C", "N", "S", "S", "H", "H", "H", "H", "H", "H", "H", "H", "H", "H"],
  "positions_angstrom": [[-1.01, -1.08, -1.53], [0.18, -0.40, -0.77], [1.04, 0.01, 1.42], [-0.87, 1.26, 0.67], [-0.18, -0.08, 0.57], [0.30, -2.25, -0.93], [1.27, 0.71, -1.57], [-1.78, -1.12, -0.78], [-1.22, -0.94, -2.58], [1.75, 0.69, 0.87], [0.75, 0.41, 2.43], [1.59, -0.97, 1.64], [-0.05, 1.92, 0.23], [-1.61, 1.16, -0.01], [-1.09, 1.64, 1.66], [-0.82, -0.78, 1.07], [1.73, -0.18, -2.38]],
  "mulliken_charge": [-0.765, 0.298, -0.807, -0.768, -0.243, -0.001, -0.170, 0.305, 0.366, 0.425, 0.334, 0.280, 0.386, 0.360, 0.336, 0.453, 0.212],
  "lumo_energy_ev": -3.4,
  "smiles": "C[NH+](C)[C@]1(S)CS1",
  "total_charge": 1
}

=====

Model y:
{
  "formula": "C4H10NS2",
  "method": "wB97M-V/def2-TZVPD",
  "elements": ["C", "C", "C", "C", "N", "S", "S", "H", "H", "H", "H", "H", "H", "H", "H", "H", "H"],
  "positions_angstrom": [[0.07, -1.44, 1.37], [0.66, -0.89, -1.18], [0.02, 0.15, 0.94], [0.36, 1.50, -1.14], [-0.10, 0.27, -0.59], [0.07, -2.37, -0.18], [-1.41, 1.02, 1.67], [0.89, -1.68, 1.96], [-0.79, -1.65, 1.93], [0.39, -1.23, -2.11], [1.69, -0.77, -1.02], [0.87, 0.66, 1.43], [1.40, 1.70, -0.95], [0.09, 1.80, -2.18], [-0.35, 2.31, -0.68], [-1.24, 0.17, -0.76], [-2.63, 0.43, 1.48]],
  "mulliken_charge": [-0.640, -0.603, -0.261, -0.871, -0.109, -0.057, -0.137, 0.390, 0.412, 0.394, 0.417, 0.275, 0.405, 0.349, 0.330, 0.519, 0.188],
  "lumo_energy_ev": -3.5,
  "smiles": "C[N@H+]1CSC[C@@H]1S",
  "total_charge": 1
}

=====

Stability ranking, top entry: model y; the second entry is 0.051 eV less favorable.